[1]
51
Properties=species:S:1:pos:R:3:nbo_charge:R:1 method="wB97M-V/def2-TZVPD" homo_lumo_gap_ha=0.3033 relative_energy_kcal_mol=421.63
N 1.24827 0.04954 4.44583 -0.2987
C 1.25295 -0.84604 3.47977 0.2513
C 1.60907 -1.63767 2.07889 -0.2886
C 0.30974 -1.56453 1.06797 -0.4252
C -0.18758 -0.02957 0.71888 -0.4923
C -1.48706 0.04575 -0.28626 0.6735
F -1.38593 -1.08446 -1.28420 -0.3480
F -1.37948 1.29587 -1.11878 -0.3358
C -2.94046 -0.13666 0.44892 0.5986
F -3.03075 -1.35371 1.30942 -0.3081
F -3.93847 -0.36350 -0.66271 -0.3306
C -3.42252 1.13097 1.36889 0.5852
F -3.55914 0.62063 2.78372 -0.3120
F -2.46925 2.26216 1.43442 -0.3003
C -4.95009 1.68881 0.97980 0.9456
F -5.27940 2.75897 1.99172 -0.3215
F -6.00302 0.63621 1.17733 -0.3070
F -5.00931 2.35387 -0.34341 -0.3051
C 3.03660 -1.21798 1.39481 -0.2786
C 3.12609 -1.63210 -0.22395 0.2505
N 3.14621 -1.96922 -1.48080 -0.2994
C 3.47808 0.34682 1.58928 -0.4583
C 5.06696 0.63305 1.15209 -0.0246
C 5.37904 2.18811 0.63199 -0.2273
C 6.89753 2.69638 0.19776 -0.2224
C 8.10076 1.58998 0.31743 -0.2358
C 7.80993 0.01986 0.81113 -0.2122
C 6.27213 -0.47332 1.24662 -0.2502
H 1.71338 -2.78793 2.38189 0.2761
H -0.59350 -2.05899 1.67201 0.2421
H 0.42569 -2.25123 0.09861 0.2797
H 0.71928 0.51424 0.16550 0.2582
H -0.43176 0.61550 1.67062 0.2607
H 3.87291 -1.89295 1.91370 0.2650
H 2.76657 1.05583 0.94370 0.2330
H 3.40286 0.74573 2.70204 0.2700
H 4.48053 2.96648 0.58735 0.2309
H 7.01189 3.82058 -0.12831 0.2464
H 9.19759 1.96417 0.03824 0.2409
H 8.72137 -0.75015 0.85555 0.2436
H 6.05251 -1.56632 1.60865 0.2316
C -7.16708 -1.33034 -3.87370 -0.8296
S -6.04147 -0.34911 -4.89511 1.2354
O -5.55508 -1.23189 -6.00590 -0.9752
C -4.71893 -0.24424 -3.66496 -0.8296
H -8.06280 -1.55201 -4.45871 0.2401
H -6.68583 -2.26608 -3.57986 0.2301
H -7.44803 -0.75780 -2.98669 0.2260
H -4.38946 -1.24720 -3.38409 0.2324
H -5.08073 0.29246 -2.78484 0.2273
H -3.88077 0.30309 -4.10224 0.2424

[2]
49
Properties=species:S:1:pos:R:3:nbo_charge:R:1 method="wB97M-V/def2-TZVPD" homo_lumo_gap_ha=0.3188 smiles="Cn1c([C@@H]2CCOC2)nc(C(=O)NCc2ccc(F)cc2-n2cncn2)c(O)c1=O"
C 1.08747 3.89213 -2.04997 -0.4246
N 1.13430 2.68303 -1.23145 -0.4020
C 1.20070 2.76059 0.18645 0.4970
C 1.29700 4.12290 0.91914 -0.3073
C 2.63838 4.26631 1.68481 -0.4140
C 2.26309 3.96643 3.10766 -0.0810
O 0.91343 4.45535 3.25165 -0.5235
C 0.23574 4.25747 1.99286 -0.0640
N 1.29595 1.67474 0.90996 -0.4626
C 1.26384 0.38000 0.35482 0.0603
C 1.20506 -0.77748 1.30296 0.6237
O 1.01540 -0.67860 2.50974 -0.6020
N 1.15385 -2.05314 0.80420 -0.6259
C 1.01168 -3.22955 1.64158 -0.2559
C 0.04597 -4.13335 0.95199 -0.0332
C 0.55256 -4.93374 -0.08481 -0.1948
C -0.26054 -5.83271 -0.74639 -0.2689
C -1.60431 -6.00284 -0.35323 0.4091
F -2.36952 -6.98041 -0.94094 -0.3212
C -2.12280 -5.18316 0.63434 -0.2726
C -1.34446 -4.22588 1.29797 0.1652
N -1.95071 -3.51612 2.36603 -0.2218
C -1.94958 -2.14466 2.56618 0.2001
N -2.73787 -1.86662 3.55641 -0.4698
C -3.19935 -3.09058 3.99082 0.1340
N -2.77125 -4.10912 3.26606 -0.2684
C 1.38461 0.20535 -1.01902 0.2220
O 1.54692 -1.03228 -1.66163 -0.6855
C 1.34350 1.43759 -1.80096 0.5760
O 1.63119 1.33263 -3.02552 -0.6578
H 1.11813 3.65186 -3.11906 0.2601
H 1.91070 4.56402 -1.86555 0.2134
H 0.15759 4.41292 -1.87429 0.2123
H 1.16868 4.92915 0.21616 0.2256
H 3.09555 5.27326 1.61712 0.2178
H 3.36745 3.52155 1.28576 0.2242
H 2.27290 2.88737 3.26538 0.1950
H 2.96077 4.51293 3.80114 0.1952
H -0.36713 5.13448 1.76274 0.1847
H -0.40234 3.38679 2.05419 0.1946
H 1.17139 -2.18149 -0.23701 0.4310
H 0.69162 -3.04401 2.68908 0.2557
H 1.98930 -3.72158 1.72885 0.2044
H 1.61458 -4.85394 -0.31308 0.2213
H 0.13424 -6.42481 -1.56592 0.2311
H -3.16116 -5.27141 0.87385 0.2467
H -1.45643 -1.42766 1.92804 0.2240
H -3.81410 -3.23746 4.87146 0.2059
H 1.84109 -0.80420 -2.57190 0.5265